--- P ---
{"formula": "C5H14S", "method": "ωB97M-V/def2-TZVPD", "symbols": ["C", "C", "C", "H", "H", "H", "H", "H", "H", "H", "H", "C", "S", "C", "H", "H", "H", "H", "H", "H"], "xyz": [[0.16010, -2.60799, -0.16528], [-1.32792, -2.63912, 0.29796], [-1.65200, -2.09752, 1.62743], [0.78216, -2.80165, 0.73265], [0.44724, -1.53148, -0.60461], [0.34779, -3.41059, -0.95422], [-1.94613, -2.03895, -0.53798], [-1.67696, -3.68332, -0.00623], [-1.48460, -2.68437, 2.60002], [-1.04192, -1.21138, 2.05172], [-2.69536, -1.65576, 1.55826], [2.01196, 2.68377, -0.40651], [0.77974, 1.34922, -0.85617], [-0.69479, 1.82448, 0.11320], [2.99035, 2.19173, -0.11869], [2.04686, 3.39752, -1.18724], [1.78362, 3.17934, 0.48121], [-1.29155, 0.82222, 0.31182], [-1.29077, 2.53970, -0.54677], [-0.43072, 2.31771, 1.11794]], "orbital_gap_ev": 9.5, "smiles": "CCC.CSC", "lumo_energy_ev": 1.02}

--- Q ---
{"formula": "C5H14S", "method": "ωB97M-V/def2-TZVPD", "symbols": ["C", "C", "C", "H", "H", "H", "H", "H", "H", "H", "H", "C", "C", "S", "H", "H", "H", "H", "H", "H"], "xyz": [[1.96895, 1.30822, -0.24452], [2.19534, 0.41565, 0.94577], [0.76077, 0.19078, 1.64774], [1.87257, 2.33112, 0.06065], [2.93506, 1.45458, -0.80395], [1.16159, 0.88776, -0.87001], [2.60154, -0.47938, 0.58510], [2.87217, 0.78186, 1.76630], [0.91207, -0.02108, 2.66793], [0.18045, 1.02762, 1.34309], [0.28756, -0.70742, 1.07589], [-1.37007, -1.15246, -1.68426], [-2.27146, -0.39841, -0.73311], [-2.93458, -1.60674, 0.36766], [-0.96183, -0.37624, -2.47358], [-1.90562, -1.91396, -2.25295], [-0.34392, -1.46411, -1.22551], [-1.72449, 0.24992, -0.03435], [-2.90923, 0.24056, -1.40511], [-3.32687, -0.76828, 1.26723]], "orbital_gap_ev": 9.9, "smiles": "CCC.CCS", "lumo_energy_ev": 0.93}

--- R ---
{"formula": "C5H14S", "method": "ωB97M-V/def2-TZVPD", "symbols": ["C", "C", "C", "H", "H", "H", "H", "H", "H", "H", "H", "C", "S", "C", "H", "H", "H", "H", "H", "H"], "xyz": [[0.43092, -4.69271, -1.71704], [0.52377, -3.27373, -1.20685], [0.68053, -3.10130, 0.30491], [1.31664, -5.07511, -2.26453], [-0.44288, -4.96422, -2.33215], [0.14550, -5.51392, -0.92795], [-0.28886, -2.65928, -1.62511], [1.41632, -2.75418, -1.56747], [1.60009, -2.58058, 0.59669], [0.14027, -2.37422, 0.93657], [0.62629, -4.04675, 0.84025], [-0.97239, 5.81835, 1.49817], [0.40500, 4.92369, 0.59584], [-0.41725, 3.22834, 0.49812], [-1.91527, 5.57088, 1.05506], [-0.78542, 6.87030, 1.32631], [-0.77728, 5.65591, 2.55495], [-0.51813, 2.78545, 1.47699], [-1.42409, 3.41600, 0.12454], [0.25626, 2.76707, -0.16729]], "orbital_gap_ev": 9.4, "smiles": "CCC.CSC", "lumo_energy_ev": 0.83}

Energy above the most stable structure, in kJ/mol: P 44.7; Q 0.0; R 12.9

--- P ---
{"formula": "C10H16", "method": "ωB97M-V/def2-TZVPD", "symbols": ["C", "C", "C", "C", "C", "C", "C", "C", "H", "H", "H", "H", "H", "H", "H", "H", "H", "H", "C", "C", "H", "H", "H", "H", "H", "H"], "xyz": [[1.27255, -0.62636, 2.65509], [1.07388, -0.35328, 1.14739], [-0.30966, -0.71705, 0.70847], [-0.82491, -2.01867, 0.94079], [-2.03686, -2.43082, 0.45206], [-2.90454, -1.46903, -0.06654], [-2.45576, -0.19454, -0.14826], [-1.12003, 0.23086, 0.09534], [0.93939, -1.60743, 2.78767], [0.46006, -0.13845, 3.26614], [2.21263, -0.46810, 3.13485], [1.18920, 0.63040, 0.91575], [1.86311, -0.96986, 0.59751], [-0.29242, -2.82682, 1.50467], [-2.26370, -3.41882, 0.33219], [-3.90835, -1.81148, -0.21945], [-3.04217, 0.59068, -0.58990], [-0.85409, 1.19393, -0.09224], [1.03550, 2.18931, -1.47002], [1.77471, 1.95923, -2.79217], [0.18288, 1.37173, -1.25626], [1.58141, 2.08369, -0.63191], [0.64159, 3.16683, -1.62258], [2.77463, 1.60934, -2.86960], [1.76961, 2.84254, -3.44925], [1.24133, 1.18219, -3.32972]], "orbital_gap_ev": 10.1, "smiles": "CCc1ccccc1.CC", "lumo_energy_ev": 1.03}

--- Q ---
{"formula": "C10H16", "method": "ωB97M-V/def2-TZVPD", "symbols": ["C", "C", "C", "C", "C", "C", "C", "H", "H", "H", "H", "H", "H", "H", "H", "C", "C", "C", "H", "H", "H", "H", "H", "H", "H", "H"], "xyz": [[2.33035, 1.72439, 1.99688], [1.62172, 0.43831, 1.64657], [1.17766, -0.44604, 2.63217], [0.30383, -1.47260, 2.32374], [-0.13961, -1.60950, 1.00954], [0.32551, -0.77958, 0.01763], [1.31851, 0.17027, 0.32863], [1.55355, 2.48799, 2.04655], [3.05598, 2.01194, 1.24341], [2.75351, 1.68781, 2.99683], [1.58058, -0.42906, 3.63691], [0.14014, -2.22610, 3.05714], [-0.88600, -2.33361, 0.69868], [0.07325, -0.84436, -1.02243], [1.61366, 0.82944, -0.48003], [-0.73130, 0.64350, -3.13666], [-2.26460, 0.61883, -3.14554], [-2.97120, -0.01517, -1.94674], [-0.38629, 1.61848, -3.47048], [-0.31699, -0.09225, -3.83376], [-0.34772, 0.30425, -2.17460], [-2.62643, 1.64524, -3.24620], [-2.65693, 0.14722, -4.04520], [-3.15841, 0.46317, -0.99511], [-4.01093, -0.08428, -2.30343], [-2.63559, -1.04422, -1.80054]], "orbital_gap_ev": 10.0, "smiles": "Cc1ccccc1.CCC", "lumo_energy_ev": 1.04}

Energy above the most stable structure, in kJ/mol: P 116.1; Q 0.0

--- P ---
{"formula": "C10H16", "method": "ωB97M-V/def2-TZVPD", "symbols": ["C", "C", "C", "C", "C", "C", "C", "H", "H", "H", "H", "H", "H", "H", "H", "C", "C", "C", "H", "H", "H", "H", "H", "H", "H", "H"], "xyz": [[-1.37964, 1.90613, -1.98517], [-1.02648, 0.48607, -1.57047], [-0.05276, -0.28959, -2.17711], [0.11480, -1.60045, -1.79267], [-0.63368, -2.13778, -0.73471], [-1.73357, -1.44118, -0.29515], [-1.88439, -0.08356, -0.65401], [-2.43678, 2.10076, -2.14911], [-0.96140, 2.16921, -2.96561], [-1.05490, 2.54374, -1.17506], [0.41703, 0.06846, -3.08729], [0.92980, -2.15022, -2.24102], [-0.31584, -3.08680, -0.32090], [-2.42765, -2.01455, 0.31043], [-2.75652, 0.43392, -0.28345], [1.38466, -0.91425, 1.53600], [1.01143, 0.57094, 1.39061], [1.57362, 1.30245, 2.62071], [0.88764, -1.46448, 2.33334], [2.45619, -0.98497, 1.79048], [1.29000, -1.46151, 0.60527], [1.54648, 0.91616, 0.50389], [-0.06890, 0.67216, 1.34815], [2.59262, 1.05533, 2.89821], [1.52071, 2.39007, 2.57122], [1.00753, 1.01395, 3.52343]], "orbital_gap_ev": 10.0, "smiles": "Cc1ccccc1.CCC", "lumo_energy_ev": 1.02}

--- Q ---
{"formula": "C10H16", "method": "ωB97M-V/def2-TZVPD", "symbols": ["C", "C", "C", "C", "C", "C", "C", "H", "H", "H", "H", "H", "H", "H", "H", "C", "C", "C", "H", "H", "H", "H", "H", "H", "H", "H"], "xyz": [[-2.48561, -1.34970, 0.39774], [-0.99806, -1.67792, 0.40754], [-0.35875, -1.98487, -0.78234], [1.01200, -2.16192, -0.79936], [1.74267, -2.08169, 0.37051], [1.06671, -1.80404, 1.55592], [-0.30573, -1.67651, 1.61788], [-2.63251, -0.43006, -0.17960], [-2.77507, -1.10281, 1.39563], [-3.06463, -2.11939, -0.10013], [-0.92158, -2.02650, -1.70643], [1.46166, -2.37666, -1.76184], [2.81884, -2.14747, 0.36325], [1.69742, -1.59663, 2.41770], [-0.85402, -1.49955, 2.53248], [1.34683, 2.14244, 0.34022], [0.06532, 1.89407, -0.43591], [-0.22465, 2.94594, -1.49308], [1.36763, 1.47753, 1.21006], [1.43940, 3.16307, 0.72008], [2.25347, 1.91059, -0.22272], [0.11334, 0.89384, -0.88106], [-0.78564, 1.80508, 0.23063], [-0.35591, 3.91450, -0.99083], [0.56429, 3.11092, -2.22400], [-1.18744, 2.77773, -1.98234]], "orbital_gap_ev": 10.0, "smiles": "Cc1ccccc1.CCC", "lumo_energy_ev": 1.00}

--- R ---
{"formula": "C10H16", "method": "ωB97M-V/def2-TZVPD", "symbols": ["C", "C", "C", "C", "C", "C", "C", "H", "H", "H", "H", "H", "H", "H", "H", "C", "C", "C", "H", "H", "H", "H", "H", "H", "H", "H"], "xyz": [[-2.63668, 0.30227, -1.85283], [-1.53392, -0.60908, -1.42220], [-1.63604, -1.39141, -0.26868], [-0.72632, -2.38950, 0.01133], [0.28538, -2.68612, -0.89890], [0.48000, -1.86155, -2.00811], [-0.43743, -0.85791, -2.25236], [-3.30280, 0.47301, -0.99908], [-3.34000, -0.17015, -2.54349], [-2.25298, 1.22685, -2.27891], [-2.40191, -1.07123, 0.41702], [-0.61457, -2.79265, 1.00748], [0.95470, -3.49868, -0.64838], [1.31977, -2.13270, -2.63601], [-0.22557, -0.12781, -3.02277], [1.13661, 0.39675, 1.38244], [0.91893, 1.88128, 1.67223], [2.16392, 2.55415, 2.22152], [1.68798, 0.24517, 0.45747], [1.70665, -0.10697, 2.16310], [0.14142, -0.04233, 1.33700], [0.65840, 2.37053, 0.73190], [0.07123, 2.00273, 2.34518], [2.78588, 1.92338, 2.85449], [2.83190, 2.90208, 1.42584], [1.96546, 3.45990, 2.80474]], "orbital_gap_ev": 10.0, "smiles": "Cc1ccccc1.CCC", "lumo_energy_ev": 0.97}

--- S ---
{"formula": "C10H16", "method": "ωB97M-V/def2-TZVPD", "symbols": ["C", "C", "C", "C", "C", "C", "C", "H", "H", "H", "H", "H", "H", "H", "H", "C", "C", "C", "H", "H", "H", "H", "H", "H", "H", "H"], "xyz": [[-2.25497, -1.67136, -0.89990], [-2.03816, -0.17941, -0.92376], [-1.68931, 0.46264, -2.10450], [-1.53335, 1.85165, -2.15934], [-1.76616, 2.61707, -1.03249], [-2.14431, 1.97444, 0.14415], [-2.23257, 0.59612, 0.21896], [-1.51288, -2.10973, -0.22374], [-2.12929, -2.13519, -1.87366], [-3.23841, -1.95030, -0.51354], [-1.51375, -0.11808, -2.99532], [-1.18795, 2.24815, -3.09972], [-1.63719, 3.68399, -1.10339], [-2.32049, 2.57933, 1.02312], [-2.39173, 0.14921, 1.19911], [1.99599, 0.24505, 1.82726], [2.94191, -0.94787, 1.80483], [3.17243, -1.52063, 0.39169], [1.19968, 0.06964, 1.11055], [2.49266, 1.20976, 1.69942], [1.55131, 0.38521, 2.81088], [3.93750, -0.68442, 2.17565], [2.61357, -1.73769, 2.47712], [4.09075, -1.16110, -0.07629], [3.23276, -2.61117, 0.40337], [2.36196, -1.24533, -0.28048]], "orbital_gap_ev": 10.0, "smiles": "Cc1ccccc1.CCC", "lumo_energy_ev": 0.96}

Energy above the most stable structure, in kJ/mol: P 41.2; Q 0.0; R 29.0; S 10.0

--- P ---
{"formula": "C10H16", "method": "ωB97M-V/def2-TZVPD", "symbols": ["C", "C", "C", "C", "C", "C", "C", "H", "H", "H", "H", "H", "H", "H", "H", "C", "C", "C", "H", "H", "H", "H", "H", "H", "H", "H"], "xyz": [[0.85966, -1.97219, 2.04112], [0.61948, -0.51673, 1.73104], [1.54763, 0.45376, 2.11226], [1.20184, 1.78888, 1.98799], [0.03423, 2.20191, 1.35811], [-0.95247, 1.24573, 1.12572], [-0.63394, -0.09232, 1.30411], [0.04967, -2.45085, 2.58286], [1.80886, -2.06165, 2.56451], [1.03591, -2.50437, 1.10229], [2.49370, 0.17679, 2.55847], [1.88172, 2.57872, 2.28966], [-0.06879, 3.19271, 0.93456], [-1.97025, 1.51445, 0.87490], [-1.39068, -0.84097, 1.10548], [0.64518, 0.06457, -2.14437], [-0.64681, -0.05625, -2.93976], [-1.79912, -0.71805, -2.09946], [1.53536, -0.37156, -2.61852], [0.67318, -0.54127, -1.23488], [0.93062, 1.09079, -1.93309], [-1.09665, 0.91796, -3.12085], [-0.49600, -0.63650, -3.84383], [-2.58764, -0.95935, -2.80964], [-1.49824, -1.56707, -1.48944], [-2.17645, 0.06288, -1.43922]], "orbital_gap_ev": 9.9, "smiles": "Cc1ccccc1.CCC", "lumo_energy_ev": 0.98}

--- Q ---
{"formula": "C10H16", "method": "ωB97M-V/def2-TZVPD", "symbols": ["C", "C", "C", "C", "C", "C", "C", "H", "H", "H", "H", "H", "H", "H", "H", "C", "C", "C", "H", "H", "H", "H", "H", "H", "H", "H"], "xyz": [[-2.90575, 0.88576, -1.30176], [-1.43091, 1.05730, -1.04489], [-0.46248, 0.39281, -1.79218], [0.88834, 0.64142, -1.53156], [1.21570, 1.60016, -0.58613], [0.29644, 1.97315, 0.38114], [-1.04412, 1.73241, 0.11598], [-3.50982, 0.66986, -0.42349], [-3.08525, -0.05975, -1.83517], [-3.14444, 1.66828, -2.01162], [-0.70735, -0.29674, -2.58778], [1.60136, 0.08946, -2.12947], [2.24342, 1.92091, -0.46546], [0.62038, 2.45356, 1.28835], [-1.85990, 2.07583, 0.74116], [0.23449, -2.94518, 2.19057], [1.58504, -2.29919, 1.90501], [1.49800, -1.31390, 0.73388], [0.24682, -3.95574, 2.60067], [-0.28221, -3.22285, 1.26722], [-0.46280, -2.29806, 2.71229], [1.94958, -1.88557, 2.84712], [2.31397, -3.06402, 1.64556], [1.09332, -1.88108, -0.10449], [0.90805, -0.43527, 0.84995], [2.53292, -1.01144, 0.55410]], "orbital_gap_ev": 9.9, "smiles": "Cc1ccccc1.CCC", "lumo_energy_ev": 0.96}

Energy above the most stable structure, in kJ/mol: P 0.0; Q 21.5

--- P ---
{"formula": "C10H16", "method": "ωB97M-V/def2-TZVPD", "symbols": ["C", "C", "C", "C", "C", "C", "C", "H", "H", "H", "H", "H", "H", "H", "H", "C", "C", "C", "H", "H", "H", "H", "H", "H", "H", "H"], "xyz": [[-2.73086, 0.64721, -0.80800], [-1.50180, 1.10736, -0.11253], [-1.70931, 1.49262, 1.24838], [-0.72741, 2.08811, 2.05023], [0.56936, 2.19873, 1.58676], [0.79798, 1.88750, 0.24934], [-0.19098, 1.31398, -0.53869], [-3.22339, -0.23119, -0.38767], [-2.38402, 0.17978, -1.76519], [-3.39840, 1.43683, -1.11764], [-2.71183, 1.51250, 1.65137], [-0.88387, 2.30525, 3.10169], [1.31575, 2.47463, 2.33595], [1.79164, 1.98225, -0.18163], [0.06043, 1.11330, -1.57354], [2.08388, -2.13199, -1.49974], [1.02308, -1.37611, -0.67640], [0.64269, -2.15951, 0.53596], [1.83515, -2.93403, -2.19199], [2.83944, -1.45021, -1.92096], [2.77917, -2.64459, -0.82452], [0.32605, -1.05288, -1.45151], [1.61229, -0.49736, -0.37777], [0.42224, -3.20982, 0.31157], [-0.15602, -1.83308, 1.17655], [1.51875, -2.21930, 1.18000]], "orbital_gap_ev": 10.0, "smiles": "Cc1ccccc1.CCC", "lumo_energy_ev": 0.96}

--- Q ---
{"formula": "C10H16", "method": "ωB97M-V/def2-TZVPD", "symbols": ["C", "C", "C", "C", "C", "C", "C", "C", "H", "H", "H", "H", "H", "H", "H", "H", "H", "H", "C", "C", "H", "H", "H", "H", "H", "H"], "xyz": [[0.39024, -1.99282, 2.58080], [0.99518, -2.37944, 1.23051], [0.60918, -1.41348, 0.13320], [-0.75396, -1.19318, -0.11349], [-1.12776, -0.27426, -1.08271], [-0.19866, 0.39433, -1.86234], [1.14639, 0.10683, -1.66686], [1.54769, -0.69424, -0.60103], [1.00134, -1.23425, 3.07424], [0.26710, -2.73937, 3.35997], [-0.60880, -1.60527, 2.38242], [2.06072, -2.29246, 1.34313], [0.66673, -3.37578, 0.92687], [-1.43230, -1.99563, 0.15662], [-2.18613, -0.19496, -1.31179], [-0.39111, 1.10318, -2.65738], [1.93981, 0.64479, -2.16887], [2.56418, -1.06354, -0.52871], [-1.07039, 3.84407, -0.23146], [-1.07651, 2.57336, 0.60913], [-2.04055, 4.35243, -0.26765], [-0.43547, 4.65979, 0.12341], [-0.77793, 3.71090, -1.27800], [-0.16013, 1.99310, 0.49115], [-1.91125, 1.91280, 0.40835], [-1.00387, 2.99350, 1.61316]], "orbital_gap_ev": 10.1, "smiles": "CCc1ccccc1.CC", "lumo_energy_ev": 1.03}

Energy above the most stable structure, in kJ/mol: P 35.3; Q 0.0